C40H34ClN6PTb | ωB97M-V/def2-TZVPD

```
! RIJCOSX wB97M-V def2-TZVPD def2/J DEFGRID3
* xyz 1 7
C 11.300 8.217 12.270
C 7.629 11.303 15.547
C 5.631 15.222 19.222
C 12.330 11.929 12.708
H 6.982 9.940 17.844
H 10.662 7.611 11.631
H 6.359 11.901 17.351
N 7.633 8.963 14.680
C 11.849 11.292 9.617
N 7.509 11.643 14.126
H 7.051 14.981 14.475
Tb 8.529 10.143 12.621
H 6.779 15.250 12.459
C 10.093 8.942 9.410
H 7.646 6.918 14.115
H 9.354 12.623 15.807
H 14.395 9.889 10.905
C 7.349 13.161 12.333
C 7.592 12.398 10.146
H 13.694 10.416 14.327
C 6.788 12.230 16.415
H 7.847 11.593 9.478
H 9.359 11.250 16.970
C 9.509 6.663 7.851
H 11.412 12.391 12.307
C 11.405 9.621 11.969
H 13.487 8.091 14.882
C 7.362 9.835 15.697
C 7.246 7.162 16.204
Cl 10.340 10.644 14.824
H 15.056 11.510 8.563
C 10.873 8.617 8.310
N 7.688 12.140 11.476
H 11.715 9.254 8.046
H 12.508 12.320 13.718
C 7.296 12.886 13.749
H 4.956 17.706 17.227
P 10.635 10.299 10.485
H 11.317 7.163 6.766
H 7.221 6.107 16.423
H 5.769 16.039 15.514
C 8.898 8.190 9.636
H 9.301 5.788 7.241
C 5.307 16.709 17.515
N 6.846 14.634 10.500
H 6.494 13.323 18.765
C 7.090 9.306 16.972
C 14.025 11.788 8.692
C 7.002 14.416 11.814
C 11.349 12.431 8.966
C 7.147 13.635 9.674
H 10.295 12.678 9.092
N 7.058 8.004 17.226
C 6.666 13.543 16.006
C 12.168 13.263 8.179
H 13.157 12.271 12.072
H 13.187 8.889 10.091
H 14.642 9.430 9.232
H 6.999 13.804 8.609
C 5.766 15.805 16.570
C 12.273 10.426 12.753
C 13.206 10.959 9.439
C 10.632 7.474 7.552
N 5.226 16.419 18.815
C 13.880 9.716 9.958
C 7.516 7.631 14.930
C 9.138 11.556 15.959
H 5.531 15.023 20.287
H 14.170 13.520 7.420
H 7.187 9.274 10.360
C 6.159 14.264 18.361
H 7.480 7.736 11.120
C 13.011 9.802 13.747
C 8.659 6.995 8.909
C 12.885 8.455 14.058
C 13.522 12.924 8.066
C 12.006 7.629 13.329
H 11.888 6.585 13.576
H 11.764 14.169 7.728
C 7.017 13.918 14.696
H 7.813 6.374 9.188
C 6.205 14.542 16.992
C 8.012 8.627 10.745
*
```

Values from the calculation:
E_tot   -95208.5792 eV
Expectation value of S²   12.718

These are the Löwdin partial charges, in e, on atoms 1 to 6:
1 C -0.09
2 C -0.45
3 C -0.13
4 C -0.07
5 H 0.12
6 H 0.10